# 1
The following is a quantum chemistry calculation of C19H38NO2 as an isolated structure in a non-equilibrium geometry, from the OMol25 dataset.

```
60
Properties=species:S:1:pos:R:3:forces:R:3
C 2.3244 0.5862 3.2493 0.1 4.9 2.0
C 1.9885 1.1569 1.8479 -1.8 -0.3 2.6
O 0.9283 0.9946 1.2952 -2.7 -1.9 0.0
O 2.7934 1.9450 1.3220 4.5 1.9 -1.1
C 2.5620 2.3886 -0.0920 1.0 7.9 8.2
C 3.6401 2.1284 -0.8226 8.2 -2.3 -0.8
C 3.8828 0.5868 -0.8075 -1.3 5.9 -16.3
C 2.7592 -0.0783 -1.5963 -1.0 -2.0 6.5
C 3.0476 -1.5687 -1.6452 3.2 -1.6 0.6
C 1.8749 -2.5012 -1.5954 1.1 -0.5 2.4
C 1.1254 -2.3607 -0.1886 1.6 -13.7 -4.5
C -0.3102 -3.0944 -0.3615 6.8 -5.9 7.2
H -0.0863 -4.4190 -0.6643 -0.8 4.4 0.9
C -0.9135 -3.0346 1.1222 -2.8 -9.8 -5.4
H -0.2777 -3.5195 1.7309 2.5 -1.4 2.2
H -1.8813 -3.8057 1.1876 2.1 1.5 -0.4
C -1.3344 -1.8665 1.5284 -3.4 12.5 5.5
C -2.6324 -1.3168 0.7509 2.6 0.4 -3.2
H -2.5123 -1.6978 -0.3417 -1.2 -0.6 2.1
H -3.5310 -1.4787 1.3379 -0.2 -0.4 -0.6
N -2.7197 0.1910 0.2571 4.0 -0.5 8.1
C -2.5805 1.0746 1.7336 3.5 2.3 -4.5
H -1.4197 1.0483 1.9224 -2.3 -0.1 -0.1
H -3.1426 0.6282 2.5525 -0.5 0.3 -0.5
H -2.7316 2.1897 1.1764 -0.2 -3.1 2.9
C -1.5615 0.5572 -0.6854 -4.0 -2.9 3.1
C -1.7596 1.7733 -1.2047 1.1 14.2 -2.5
C -3.1143 2.3476 -1.8374 1.4 -15.6 9.6
C -4.2950 1.8310 -0.6501 3.6 -3.5 -8.0
C -3.9952 0.4167 -0.1431 -2.7 0.8 -8.3
H -4.7547 0.3703 0.5175 -2.0 -1.6 2.9
H -4.2209 -0.2840 -1.1519 0.4 1.3 2.8
H -5.1780 1.9597 -1.1874 -1.8 -0.4 -0.4
H -4.2092 2.4793 0.0170 0.3 5.6 6.0
H -3.2857 3.1511 -2.1351 -1.5 13.4 -3.6
H -3.2421 1.7434 -2.6387 -0.9 -2.2 -2.7
H -0.9751 2.1057 -2.1356 -1.4 -1.2 3.1
H -1.5776 2.7003 -0.1434 0.2 -2.4 -3.4
H -0.6792 0.4394 -0.2131 2.9 -1.0 1.4
H -1.8779 -0.0355 -1.4116 0.1 -4.0 -3.7
H -0.4510 -1.1070 1.4806 -1.6 -0.7 0.0
H -1.7446 -1.6156 2.7794 1.6 -1.5 -3.4
H -0.8929 -2.7397 -1.0064 -4.6 3.0 -5.6
H 1.7747 -3.2969 0.4731 -1.9 3.6 -1.2
H 1.0123 -1.5013 0.1567 -0.3 7.5 3.3
H 1.2857 -2.0861 -2.3111 -2.5 0.6 -2.4
H 2.1681 -3.5656 -1.8969 -0.7 1.4 0.8
H 3.8341 -1.9328 -2.4008 -1.5 1.1 0.1
H 3.7255 -1.7914 -0.7867 -0.7 0.2 0.1
H 1.8081 0.1144 -0.7469 2.0 -0.7 -2.8
H 2.5031 0.3094 -2.5076 -0.4 1.5 -2.1
H 4.2950 0.3874 -0.0418 4.6 -4.0 10.3
H 5.0047 0.6269 -1.7478 -3.0 -0.6 2.8
H 3.5232 2.5375 -1.7598 -0.1 0.6 -2.4
H 4.7133 2.6432 -0.3951 -3.2 -1.1 -0.9
H 1.6224 2.3165 -0.1323 -7.1 -2.2 -2.3
H 2.4668 3.5870 0.1413 0.7 -2.1 -0.6
H 1.3917 0.6741 3.9487 1.8 -0.2 -1.4
H 2.5226 -0.3745 3.0455 0.8 -3.8 -0.2
H 3.3098 1.0825 3.8117 -2.8 -1.2 -1.8
```
Forces are in eV/Å.

Calculated values
- Charge: +1
- Calculated total energy: -25879.1449 eV

Here are the natural (NBO) charges for atoms 1 to 2, given in e: -0.698, 0.823



# 2
The following is a quantum chemistry calculation of C19H38NO9PS as an isolated structure in a non-equilibrium geometry, from the OMol25 dataset.

```
69
Properties=species:S:1:pos:R:3:forces:R:3
C 2.9210 3.6977 1.7575 -0.3 0.2 -0.5
C 1.9869 3.0008 2.0347 0.0 -0.2 0.4
C 0.8754 2.1338 2.4032 0.0 0.1 -0.3
C 1.2313 0.6013 2.3230 0.7 0.3 0.1
O 2.2870 0.3547 1.4547 -0.1 -0.3 -0.1
C 1.5319 0.1588 3.7967 -0.7 -0.2 0.1
S 2.4764 -1.3984 4.0575 0.4 -0.1 0.1
P 2.6539 1.3038 4.7393 1.0 -0.2 -0.1
N 4.1092 1.0490 4.2099 -0.3 0.3 0.0
O 0.2196 0.0293 4.3435 0.1 0.3 0.3
C -0.7298 -0.0128 3.3520 0.1 0.2 -0.4
O -1.8850 0.0634 3.6187 -0.5 -0.1 0.1
C -0.0613 -0.1542 1.9875 -0.1 -0.9 0.1
C -0.9082 0.3891 0.8260 0.2 1.0 0.2
C -0.1707 0.9997 -0.3740 -0.1 -0.3 -0.2
C -1.1461 1.1625 -1.5381 0.4 0.4 -0.3
C -0.6192 2.1305 -2.6027 0.0 -0.1 -0.1
C 0.0257 -1.7137 1.7840 0.0 0.1 -0.4
C 0.7660 -2.1813 0.5516 0.1 0.0 -0.1
C 0.0954 -2.2864 -0.6611 -0.2 0.0 0.1
C 0.7429 -2.7154 -1.8012 0.2 -0.1 -0.4
C 2.0826 -3.0623 -1.7595 0.0 0.1 0.2
C 2.7730 -2.9837 -0.5568 0.2 -0.1 -0.1
C 4.2300 -3.3518 -0.4580 -0.2 0.0 0.4
C 2.1048 -2.5466 0.5777 0.0 -0.1 0.2
H 3.5896 4.3860 1.3012 0.3 0.0 0.2
H 0.5039 2.3954 3.3941 0.0 0.0 0.1
H 0.0600 2.3730 1.7281 -0.1 -0.1 0.0
H 3.1257 0.5728 1.8895 0.0 0.1 0.0
H 1.4134 -2.1550 4.3588 -0.1 0.1 0.0
H 2.4397 1.0198 6.0984 -0.4 0.0 0.0
H 2.2101 2.6207 4.5638 -0.2 -0.1 0.1
H 4.7206 0.7012 4.9359 0.2 -0.1 -0.2
H -1.5624 1.1642 1.2321 -0.1 0.0 0.0
H -1.5637 -0.3837 0.4403 -0.1 -0.2 0.2
H 0.2236 1.9881 -0.1480 0.1 0.1 0.1
H 0.6861 0.3946 -0.6676 0.0 -0.1 0.0
H -2.0782 1.5566 -1.1380 -0.1 -0.1 -0.1
H -1.3236 0.2049 -2.0316 -0.2 -0.2 0.2
H 0.0105 1.6273 -3.3360 0.1 -0.1 0.0
H -0.0221 2.9272 -2.1594 0.0 0.1 0.1
H -1.4333 2.5986 -3.1538 -0.1 0.0 0.0
H -1.0108 -2.0218 1.6453 -0.1 0.0 0.2
H 0.3678 -2.2392 2.6665 0.2 0.0 0.0
H -0.9514 -2.0233 -0.7272 -0.1 0.0 0.0
H 0.2106 -2.7810 -2.7382 -0.1 0.1 0.0
H 2.5993 -3.3852 -2.6524 0.0 -0.1 -0.1
H 4.4898 -4.1575 -1.1391 0.1 0.1 -0.2
H 4.8679 -2.4861 -0.6294 0.1 0.0 -0.2
H 4.4355 -3.6920 0.5565 0.1 -0.1 0.0
H 2.6519 -2.4986 1.5079 0.0 0.1 0.1
O -1.2259 -1.9443 -4.6521 0.0 -0.1 0.0
H -1.4800 -2.8013 -5.0082 0.0 0.0 0.0
H -1.9390 -1.3489 -4.9129 -0.2 0.2 0.0
O -3.5643 0.0739 -5.1096 0.2 0.1 -0.1
H -4.2091 0.0143 -4.3968 0.0 0.0 0.0
H -4.1018 0.1588 -5.9037 0.0 -0.1 0.0
O -0.9851 1.1002 -6.6910 -0.1 0.0 -0.1
H -0.6594 0.2058 -6.8312 0.1 0.0 0.1
H -1.6836 0.9994 -6.0339 0.0 0.0 0.1
O -3.2882 2.9210 0.1738 -0.1 0.0 -0.2
H -3.8711 3.6021 0.5192 0.0 0.1 0.0
H -3.2157 2.3065 0.9112 -0.1 0.1 0.1
O -5.1380 -2.2106 -4.2198 0.1 -0.1 0.1
H -4.3175 -2.3589 -3.7367 0.0 0.0 0.0
H -5.5577 -3.0759 -4.2471 -0.1 0.0 0.0
O -3.5104 2.9922 3.0672 0.0 -0.1 0.2
H -4.0841 3.6641 3.4483 0.0 0.0 0.0
H -3.4225 2.3265 3.7595 0.1 -0.1 -0.1
```
Forces are in eV/Å.

Calculated values
- Charge: 0
- Calculated total energy: -60358.6210 eV

Here are the natural (NBO) charges for atoms 1 to 2, given in e: -0.197, -0.031



# 3
The following is a quantum chemistry calculation of a 8-piece molecular cluster, C19H39BN2O31S7 overall in a non-equilibrium geometry, from the OMol25 dataset.

```
99
Properties=species:S:1:pos:R:3:forces:R:3
C 4.3501 -2.8406 2.5962 0.4 -0.9 -0.3
O 3.1419 -2.3107 2.0007 0.5 1.4 1.0
B 2.7656 -1.0893 2.5473 -0.2 0.1 0.1
O 3.6835 -0.0279 2.7919 -0.2 -1.4 0.3
C 1.2173 -0.8000 2.8857 0.7 -1.6 -0.6
C 0.2916 -1.9750 3.3875 -1.2 -0.2 1.1
C -0.9669 -2.0113 2.4172 0.5 0.7 -0.8
N -2.2901 -2.2326 2.9861 1.0 -0.4 -0.3
N -0.8333 -0.6583 1.7782 0.8 -0.1 -0.8
C 0.5575 -0.5918 1.4619 -1.6 0.8 2.9
O 1.1145 -0.4668 0.4152 0.1 0.4 -0.7
H 4.8513 -3.5116 1.8589 -0.7 0.5 0.7
H 5.0990 -2.0624 2.8729 -0.8 -0.4 -0.1
H 4.0239 -3.4380 3.4914 0.6 0.6 -0.7
H 3.5610 0.3166 3.6917 -0.1 0.2 -0.5
H 1.1628 0.0360 3.6183 -0.4 -0.2 -1.1
H -0.1634 -1.7290 4.3889 0.5 0.1 -0.8
H 0.7330 -2.9812 3.5921 0.0 0.8 -0.8
H -0.8252 -2.6862 1.5353 -0.1 -0.2 1.0
H -2.2747 -2.2900 4.0031 0.0 0.0 -0.4
H -2.6476 -3.0945 2.5781 -0.2 0.3 0.5
H -1.4966 -0.4420 1.0299 0.3 -0.5 0.1
O -5.2562 -0.0423 -1.1724 4.3 -0.7 0.0
S -4.3422 0.6454 -0.3363 0.2 0.1 -0.4
O -3.9440 0.1568 0.9410 -0.1 -0.1 -0.4
O -4.8597 2.1652 -0.1669 0.2 -0.5 -0.4
C -3.8524 3.0723 -0.6242 0.4 0.4 0.2
C -3.0831 2.3123 -1.6865 -0.4 0.2 -0.4
O -3.0066 0.9732 -1.1963 0.0 0.2 0.6
H -3.2110 3.3245 0.2247 0.0 0.0 0.0
H -4.3074 3.9799 -1.0160 -0.2 -0.2 0.0
H -2.0871 2.7187 -1.8500 0.0 -0.2 0.1
H -3.6283 2.2963 -2.6339 0.0 0.1 0.0
O 6.2952 -4.7404 0.8347 0.3 -0.2 0.2
S 7.5343 -4.3781 0.2435 0.1 0.4 -0.6
O 8.7866 -4.7187 0.8164 -0.3 -0.2 0.1
O 7.4925 -2.7894 -0.0228 -0.3 -0.6 0.1
C 7.6957 -2.5277 -1.4098 0.6 0.1 -0.5
C 7.1623 -3.7508 -2.1293 -0.6 0.3 -0.1
O 7.5348 -4.8546 -1.2992 0.4 0.3 0.5
H 8.7684 -2.4043 -1.5779 0.0 0.0 0.0
H 7.1765 -1.6178 -1.7061 -0.1 0.0 0.2
H 7.5779 -3.8629 -3.1286 0.1 -0.2 0.2
H 6.0709 -3.7270 -2.1909 0.0 0.0 0.0
O -7.9695 -0.8356 -2.8913 0.1 0.1 0.3
S -8.1698 0.0440 -1.7869 -0.6 0.4 0.4
O -7.1554 0.3233 -0.8390 -4.2 0.5 0.0
O -9.5069 -0.4289 -1.0064 0.2 0.0 -0.7
C -10.4516 0.6434 -0.9756 -0.1 0.5 0.3
C -10.1653 1.4606 -2.2207 -0.5 -0.3 -0.4
O -8.7419 1.4474 -2.3518 0.2 -0.3 0.5
H -10.2747 1.2279 -0.0691 0.0 0.0 0.0
H -11.4686 0.2550 -0.9622 0.1 -0.2 0.0
H -10.5346 2.4810 -2.1415 0.3 0.0 0.0
H -10.5912 0.9878 -3.1100 -0.1 0.1 0.0
O 4.1874 -2.0181 6.5238 -0.1 0.4 -0.2
S 5.2588 -1.1070 6.3258 0.7 -0.4 0.1
O 5.0515 0.2785 6.0803 -0.3 -0.2 0.1
O 6.2147 -1.6979 5.1681 -0.4 0.0 0.5
C 7.5423 -1.8660 5.6741 0.6 0.3 0.1
C 7.3680 -2.1197 7.1584 0.1 -0.6 -0.1
O 6.2939 -1.2600 7.5531 -0.2 0.4 -0.6
H 8.0965 -0.9419 5.4921 0.0 -0.1 0.0
H 8.0408 -2.6914 5.1691 -0.2 0.0 -0.1
H 8.2681 -1.8961 7.7272 -0.2 0.2 0.1
H 7.0636 -3.1516 7.3512 0.1 0.0 0.0
O -3.4628 5.5990 -2.9308 0.0 0.2 -0.1
S -2.4092 6.5392 -3.1031 0.5 -0.1 0.0
O -2.6467 7.9175 -3.3325 -0.2 -0.2 0.2
O -1.4212 5.9826 -4.2514 -0.4 -0.2 0.5
C -0.0989 5.8415 -3.7252 0.5 0.3 0.1
C -0.2889 5.5682 -2.2461 0.1 -0.5 -0.1
O -1.3883 6.3966 -1.8595 -0.1 0.3 -0.5
H 0.4353 6.7805 -3.8893 0.0 0.0 0.0
H 0.4274 5.0332 -4.2300 -0.2 0.0 -0.1
H 0.5966 5.8072 -1.6609 -0.2 0.2 0.1
H -0.5705 4.5270 -2.0690 0.1 0.0 0.0
O 10.0347 -0.3066 0.3684 0.1 0.0 0.4
S 9.7717 0.5262 1.4922 -0.7 0.1 -0.1
O 10.7541 0.8274 2.4710 0.1 -0.1 -0.3
O 8.4529 -0.0344 2.2372 0.4 0.1 -0.5
C 7.4508 0.9868 2.2846 -0.3 0.4 0.3
C 7.7128 1.8509 1.0666 -0.4 -0.3 -0.3
O 9.1394 1.9127 0.9588 0.2 -0.3 0.5
H 7.5848 1.5541 3.2091 0.0 0.0 0.0
H 6.4544 0.5451 2.2725 0.1 -0.2 0.0
H 7.2916 2.8490 1.1664 0.3 0.0 0.0
H 7.3251 1.3822 0.1583 -0.1 0.0 0.1
O -12.5516 -0.3696 -7.8017 0.0 0.3 0.2
S -11.7412 -0.3123 -6.6374 0.6 -0.3 0.0
O -12.0840 0.4724 -5.4999 -0.2 -0.2 -0.3
O -10.2366 0.0601 -7.0896 -0.7 -0.3 -0.1
C -9.3373 -0.9669 -6.6628 0.4 -0.2 0.6
C -10.1673 -2.2342 -6.6303 0.2 -0.2 -0.6
O -11.4468 -1.8208 -6.1427 0.0 0.7 0.2
H -8.9723 -0.7077 -5.6655 0.0 -0.1 0.0
H -8.4950 -1.0445 -7.3478 -0.2 0.2 -0.1
H -9.7369 -2.9971 -5.9850 -0.2 0.1 0.2
H -10.3044 -2.6436 -7.6347 0.1 0.0 0.0
```
Forces are in eV/Å.

Calculated values
- Charge: 0
- Calculated total energy: -163305.1331 eV

Here are the Löwdin charges for atoms 1 to 2, given in e: -0.044, 0.028



Number 1: frontier orbital gap 10.258 eV. Number 2: frontier orbital gap 8.878 eV. Number 3: frontier orbital gap 9.310 eV.